A cluster of 2 separate species, C4H11N3O2 in total in a non-equilibrium geometry. Source: OMol25; level of theory: the ωB97M-V functional and the def2-TZVPD basis.

Computed properties:
calculated total energy	-473.6625	Ha
HOMO energy	-8.7	eV
Kohn-Sham gap	9.438	eV
SMILES	[H]/N=C(\N)NC.CC(=O)O
maximum force	9.183	eV Å⁻¹

XYZ file:
```
20
Properties=species:S:1:pos:R:3:forces:R:3
C -2.039 -1.808 0.219 -3.561 -0.432 -3.279
C -2.581 -0.334 0.125 -0.718 -2.103 4.144
O -3.354 -0.075 1.443 1.861 -5.542 -3.402
O -2.353 0.498 -0.645 -0.270 1.100 -1.309
H -1.726 -2.309 -0.756 -0.201 1.438 1.000
H -2.812 -2.514 0.580 0.130 0.776 0.120
H -1.282 -1.855 0.884 2.597 0.082 2.173
C 2.357 1.236 -1.927 0.956 -3.370 2.180
C 1.132 0.595 0.267 0.177 -0.231 0.714
N 0.106 1.401 0.118 6.965 -3.060 -5.144
N 2.194 0.457 -0.650 -5.568 4.213 -0.846
N 1.393 -0.387 1.368 -4.522 2.610 -3.218
H -3.408 0.796 1.644 -0.188 4.557 0.402
H -0.456 1.652 0.790 -3.472 0.817 4.792
H 2.881 -0.111 -0.452 3.871 -3.816 1.495
H 2.337 -0.429 1.616 0.813 -0.775 1.323
H 0.437 -0.692 1.677 2.548 0.047 0.746
H 1.326 1.361 -2.154 -0.499 0.873 -1.196
H 2.919 0.430 -2.554 -0.987 2.161 0.407
H 2.928 2.088 -1.591 0.068 0.655 -1.099
```
Forces are in eV/Å.